{"formula": "C2H3NO2S", "method": "ωB97M-V/def2-TZVPD", "e_tot_ev": -18541.201, "charge": 0, "homo_ev": -10.19, "e_above_lowest_ev": 2.2517, "homo_lumo_gap_ha": 0.345, "species": ["C", "C", "N", "O", "O", "S", "H", "H", "H"], "positions_angstrom": [[-2.257, -1.917, 1.625], [2.269, 1.389, -0.972], [-2.219, -1.465, 0.546], [-2.358, -2.357, 2.678], [-0.166, 0.974, -0.827], [0.825, 1.698, -1.641], [2.395, 0.941, 0.013], [3.156, 1.536, -1.471], [-1.647, -0.799, 0.048]], "atomic_forces_ev_per_a": [[0.4, 0.4, 0.6], [-1.6, 0.0, 0.5], [0.1, 1.1, -3.1], [-0.3, -1.3, 2.2], [-1.0, 0.5, -0.2], [1.4, -1.4, 1.2], [-0.6, -0.2, -0.2], [1.8, 1.0, -1.3], [-0.1, -0.1, 0.2]]}